12
Properties=species:S:1:pos:R:3:mulliken_charge:R:1 method="wB97M-V/def2-TZVPD" homo_energy_ev=-10.305 lumo_ev=0.5584 smiles="O=C(O)CCO" fmax_ha_per_bohr=0.144 total_energy_ev=-9349.3166 orbital_gap_ev=10.86
O -0.57635 1.66952 1.40632 -0.58
C -0.45827 0.55667 0.70184 0.49
O -1.57238 -0.14064 0.16282 -0.44
C 0.79049 -0.25839 0.55743 -0.32
C 0.75978 -1.23977 -0.73818 -0.39
O 0.86423 -0.36310 -1.84668 -0.52
H -2.40187 0.43084 0.39246 0.36
H 1.03991 -0.82972 1.65747 0.25
H 1.75550 0.37681 0.44991 0.26
H -0.17780 -1.86609 -0.79672 0.29
H 1.71680 -1.85008 -0.76734 0.27
H 1.79145 0.06094 -1.84199 0.33


12
Properties=species:S:1:pos:R:3:mulliken_charge:R:1 method="wB97M-V/def2-TZVPD" homo_energy_ev=-9.699 lumo_ev=0.3616 smiles="O=CCO.C=O" fmax_ha_per_bohr=0.073 total_energy_ev=-9348.0742 orbital_gap_ev=10.06
O -0.75033 -1.62289 -0.29746 -0.50
C -0.43426 -0.46756 -0.31927 0.16
C 0.57473 0.38826 -1.01738 -0.41
O 0.00459 0.73885 -2.24715 -0.49
H -1.26963 0.24510 0.03884 0.30
H 0.72420 1.29921 -0.43203 0.26
H 1.50062 -0.16710 -1.12398 0.33
H -0.01999 -0.06094 -2.79179 0.33
C -0.12343 -0.08192 1.97706 -0.17
O 1.00041 -0.22474 1.53009 -0.42
H -0.74060 -0.94144 2.27119 0.31
H -0.47793 0.88530 2.36245 0.30


12
Properties=species:S:1:pos:R:3:mulliken_charge:R:1 method="wB97M-V/def2-TZVPD" homo_energy_ev=-10.039 lumo_ev=0.4655 smiles="O=C[C@H](O)CO" fmax_ha_per_bohr=0.021 total_energy_ev=-9349.5191 orbital_gap_ev=10.50
O -1.87404 -0.15366 -0.01971 -0.56
C -1.03761 0.38727 0.69167 -0.01
C 0.24952 0.82267 0.09885 -0.17
O 0.14574 1.30972 -1.20286 -0.52
C 0.93163 -0.65656 0.10547 -0.42
O 0.23289 -1.50015 -0.76639 -0.50
H -1.08618 0.32974 1.79410 0.38
H 0.79118 1.57099 0.69768 0.38
H -0.56759 0.81067 -1.62739 0.41
H 1.93467 -0.48572 -0.28366 0.30
H 1.00361 -1.09840 1.12328 0.33
H -0.72384 -1.33657 -0.61104 0.37


13
Properties=species:S:1:pos:R:3:lowdin_spin:R:1 method="wB97M-V/def2-TZVPD" homo_energy_ev="-13.996 / -14.861" lumo_ev="-5.9224 / -7.8556" fmax_ha_per_bohr=0.080 total_charge=+1 total_energy_ev=-12341.7436 s_squared=6.02 orbital_gap_ev="8.07 / 7.01" multiplicity=5
O -0.00118 0.93943 0.34876 0.24
C 0.69949 0.86682 -0.88903 0.02
C 0.90785 -0.58908 -1.28875 0.03
O 1.33966 -1.31142 -0.16502 0.13
C 0.34661 -1.48992 0.84951 0.42
Rh -1.55120 -0.32395 0.66177 2.55
H 1.65827 1.32813 -0.61384 0.00
H 1.70481 -0.62068 -2.04608 0.00
H 0.02172 -1.04644 -1.75917 0.01
H 0.83108 -1.35716 1.82932 0.03
H 0.14986 -2.58098 0.85020 0.06
H 0.29700 1.45695 -1.72423 0.00
O -1.54715 1.46303 0.09201 0.52


13
Properties=species:S:1:pos:R:3:mulliken_charge:R:1 method="wB97M-V/def2-TZVPD" homo_energy_ev=-13.289 lumo_ev=-6.0137 fmax_ha_per_bohr=0.048 total_charge=+1 total_energy_ev=-30040.0420 orbital_gap_ev=7.27
O 1.43740 -0.08790 0.81896 -0.26
C 0.69612 -1.18125 0.29978 -0.19
C -0.51800 -0.76955 -0.52398 -0.41
O -1.36881 0.06908 0.20910 -0.35
C -1.03874 1.47519 0.20327 -0.87
Sc 1.12463 1.85496 -0.04434 1.40
H 0.36084 -1.68288 1.21948 0.30
H -1.06948 -1.69166 -0.76460 0.37
H -0.23899 -0.32667 -1.49543 0.34
H -1.44457 1.87682 1.14651 0.33
H -1.68128 1.93798 -0.57325 0.39
H 1.32575 -1.88553 -0.26496 0.35
O 2.41512 0.41143 -0.23055 -0.38


13
Properties=species:S:1:pos:R:3:mulliken_charge:R:1 method="wB97M-V/def2-TZVPD" homo_energy_ev="-5.769 / -5.769" lumo_ev="-0.6351 / -0.6346" fmax_ha_per_bohr=0.051 total_energy_ev=-10182.5737 orbital_gap_ev="5.13 / 5.13"
O 0.40083 0.47057 0.10430 -0.42
C 0.37774 -0.95760 -0.12828 -0.38
C -1.10802 -1.22531 -0.34986 -0.39
O -1.72606 -0.16815 0.36740 -0.38
C -0.97663 0.95588 0.09730 -0.27
Sr 2.35941 1.88453 0.14455 1.46
H 0.77326 -1.43721 0.77430 0.28
H -1.43723 -2.18024 0.07035 0.29
H -1.36890 -1.16821 -1.41844 0.27
H -1.09055 1.69934 0.89382 0.25
H -1.21087 1.37475 -0.89528 0.29
H 0.99565 -1.21500 -0.99536 0.29
O 4.01138 1.96665 1.33520 -1.30